(1)
ORCA calculation (wB97M-V/def2-TZVPD) on C5H7NO2 in the gas phase.

Last column: natural (NBO) charge in e.
Positions of all 15 atoms, in Å:
O: -1.129 -1.277 0.743  -0.63
O: -2.902 0.270 -0.830  -0.55
N: -1.445 1.258 0.849  -0.55
C: -0.076 -1.556 -0.087  -0.15
C: 0.519 -0.203 -0.112  0.41
C: -0.433 0.859 -0.269  -0.31
C: 1.955 0.056 0.105  -0.71
C: -1.921 0.477 -0.180  0.75
H: -0.332 -1.921 -1.102  0.18
H: -1.749 2.230 0.751  0.38
H: 0.637 -2.276 0.349  0.19
H: 2.131 0.014 1.190  0.28
H: 2.249 1.055 -0.221  0.24
H: 2.588 -0.709 -0.349  0.24
H: -0.090 1.721 -0.837  0.23

As for the net charge: 0. The LUMO energy (spin up / spin down) comes out at -1.4 / -1.4 eV.

(2)
ORCA calculation (wB97M-V/def2-TZVPD) on 2 unconnected molecules or ions with the total composition C3H12N2O2.

Last column: natural (NBO) charge in e.
Positions of all 19 atoms, in Å:
O: 1.729 -1.063 -0.153  -1.02
O: 1.390 1.970 -0.698  -0.75
N: -0.649 -2.291 0.636  -0.89
N: -0.200 0.704 0.560  -0.67
C: 0.131 2.056 0.052  0.09
C: -1.427 0.149 0.035  -0.23
C: -1.323 -1.417 -0.248  -0.21
H: -2.448 -1.766 -0.392  0.19
H: -0.825 -3.210 0.192  0.36
H: -1.774 0.597 -0.905  0.20
H: 1.287 2.176 -1.653  0.48
H: 1.053 -0.353 -0.002  0.50
H: -0.680 -1.445 -1.248  0.15
H: -0.666 2.325 -0.715  0.16
H: -0.326 0.641 1.551  0.39
H: 0.397 -2.078 0.732  0.41
H: 2.581 -0.969 0.241  0.48
H: -2.210 0.273 0.804  0.17
H: 0.329 2.934 0.799  0.19

As for the net charge: 0. The LUMO energy comes out at 0.8 eV. The SMILES is NCCNCO.O.

(3)
ORCA calculation (wB97M-V/def2-TZVPD) on a molecular structure, C25H28Cl2N2O4Pd.

Last column: natural (NBO) charge in e.
Positions of all 62 atoms, in Å:
Pd: 0.443 -0.418 0.616  1.23
Cl: 2.361 -1.737 0.821  -0.64
Cl: 1.994 1.336 0.308  -0.63
O: 0.330 -1.373 3.748  -0.63
O: -0.364 2.767 1.885  -0.67
O: -1.117 0.762 0.277  -1.00
O: -0.787 -2.012 0.625  -1.04
N: 0.340 0.518 2.368  -0.67
N: 0.628 2.124 3.876  -0.64
C: 4.311 0.502 6.711  -0.24
C: 2.126 1.549 6.475  -0.24
C: 1.219 0.006 -2.454  0.04
C: 2.685 -0.063 -2.575  -0.71
C: -2.050 0.149 7.322  -0.22
C: -3.220 0.616 6.714  -0.24
C: 4.066 -0.251 5.565  -0.21
C: -2.095 1.747 -2.477  -0.97
C: -0.824 0.273 6.661  -0.23
C: -1.005 -0.606 -2.280  0.02
C: 0.338 -1.104 -2.242  0.16
C: -1.941 1.296 4.782  -0.22
C: 2.873 -0.092 4.858  -0.20
C: 0.417 -0.166 3.536  0.67
C: -3.173 1.175 5.431  -0.22
C: -2.230 -1.398 -2.077  -0.74
C: 0.428 1.189 -2.537  0.03
C: 0.164 1.914 2.601  0.82
C: 3.351 1.425 7.142  -0.23
C: 0.754 -2.510 -2.131  -0.73
C: 0.936 2.571 -2.626  -0.80
C: 1.878 0.752 5.355  0.10
C: 0.549 0.903 4.634  -0.12
C: -0.763 0.869 5.411  0.09
C: -0.947 0.815 -2.455  0.14
H: -2.884 1.408 -1.790  0.24
H: 0.113 -0.097 7.076  0.22
H: 1.358 2.267 6.793  0.21
H: -4.076 1.516 4.918  0.21
H: 3.170 0.634 -1.864  0.27
H: -4.177 0.517 7.225  0.20
H: -3.023 -0.777 -1.632  0.23
H: -2.055 -0.313 8.308  0.20
H: 1.311 2.781 -3.640  0.21
H: 3.505 2.059 8.011  0.20
H: -1.928 1.741 3.781  0.24
H: 0.499 3.054 4.247  0.39
H: 1.744 2.728 -1.891  0.26
H: 1.690 -2.576 -1.568  0.27
H: -2.515 1.832 -3.493  0.18
H: 3.043 -1.076 -2.334  0.23
H: -1.755 2.746 -2.172  0.22
H: 0.008 -3.081 -1.573  0.25
H: -2.043 -2.242 -1.396  0.27
H: -1.348 -1.779 1.384  0.45
H: 4.795 -0.962 5.198  0.21
H: 0.132 3.278 -2.389  0.22
H: 3.002 0.192 -3.607  0.21
H: 2.703 -0.642 3.931  0.27
H: -2.601 -1.786 -3.043  0.21
H: 5.231 0.381 7.282  0.20
H: -0.782 1.614 0.666  0.46
H: 0.892 -2.952 -3.127  0.21

As for the net charge: -2. As for the spin multiplicity: 5. The LUMO energy (spin up / spin down) comes out at 4.3 / 3.3 eV. As for the expectation value of S²: 6.0077.

(4)
ORCA calculation (wB97M-V/def2-TZVPD) on a gas-phase ion, C7H14FN2 (charge +1).

Last column: natural (NBO) charge in e.
Positions of all 24 atoms, in Å:
F: -1.394 1.523 -0.694  -0.35
N: 1.604 0.428 -0.033  -0.43
N: -1.152 -1.217 -1.288  -0.67
C: 0.922 -0.843 0.067  -0.22
C: 0.749 1.497 0.568  -0.25
C: 2.267 0.711 -1.228  -0.41
C: -1.305 -0.996 1.262  -0.39
C: -0.601 -0.623 -0.050  0.03
C: -0.719 0.934 0.342  0.40
C: -1.440 0.528 1.610  -0.45
H: 2.179 1.780 -1.354  0.21
H: -2.555 0.795 1.632  0.25
H: 3.256 0.263 -1.184  0.22
H: 0.936 2.420 0.013  0.24
H: 1.760 0.482 -2.157  0.15
H: -0.510 -1.095 -2.113  0.45
H: -1.064 0.744 2.578  0.24
H: 1.208 -1.489 -0.726  0.20
H: 0.917 1.525 1.611  0.21
H: -1.382 -2.181 -1.217  0.44
H: -2.190 -1.552 1.135  0.22
H: -1.996 -0.849 -1.752  0.45
H: -0.698 -1.485 1.932  0.22
H: 1.208 -1.301 1.046  0.22

As for the net charge: +1. The LUMO energy comes out at -3.6 eV. The SMILES is CN1C[C@@]2([NH3+])CC[C@@]2(F)C1.

(5)
ORCA calculation (wB97M-V/def2-TZVPD) on 14 unconnected molecules or ions with the total composition C56H84O42.

Last column: Mulliken charge in e.
Positions of all 182 atoms, in Å:
O: 3.697 -5.515 2.416  -0.46
O: 0.538 0.235 2.186  0.79
O: -6.873 1.940 -1.766  -0.55
O: -0.618 1.342 5.534  -0.39
O: 3.626 -0.655 -6.483  -0.37
O: -3.174 1.238 -3.778  -0.53
O: 6.007 -1.408 2.810  -0.42
O: 4.979 6.523 -2.225  -0.52
O: -2.774 0.799 5.655  -0.50
O: -6.983 -3.801 0.926  -0.53
O: -1.888 -3.304 -4.426  -0.31
O: 4.109 0.440 6.760  -0.48
O: 4.716 -1.578 1.018  0.09
O: -5.318 0.326 -1.905  0.08
O: 3.181 -0.354 -4.303  -0.38
O: -5.046 -2.924 1.662  -0.08
O: -1.978 2.249 1.318  -0.50
O: -7.456 -0.168 -2.218  -0.44
O: -4.452 3.036 -3.617  -0.45
O: 1.670 -5.506 3.346  -0.50
O: -0.112 -1.202 3.785  -0.19
O: 2.904 1.318 -5.770  -0.07
O: 2.267 -3.733 -0.645  -0.42
O: -0.749 -1.468 1.673  -0.45
O: 0.124 -3.869 -0.011  0.37
O: 3.535 2.039 5.334  -0.45
O: -4.585 1.771 -5.437  -0.60
O: 2.664 -7.440 2.817  -0.54
O: -1.414 -1.231 -3.696  -0.20
O: -2.612 4.353 0.809  0.04
O: 4.438 4.381 -2.443  -0.43
O: -4.128 2.774 1.087  -0.09
O: 5.353 2.309 6.580  -0.56
O: -0.433 5.363 -1.279  -0.60
O: 1.056 4.182 -0.137  0.10
O: 4.211 5.740 -4.188  -0.40
O: -1.298 -0.128 7.065  -0.54
O: -0.085 5.752 0.916  -0.42
O: -6.349 -4.060 3.064  -0.42
O: 0.008 -2.323 -5.022  -0.17
O: 1.442 -5.643 0.157  -0.37
O: 4.159 -0.173 2.673  -0.34
C: 0.163 -6.096 0.638  -0.58
C: -2.737 1.791 4.628  1.45
C: -0.717 -0.689 0.473  -0.42
C: 0.847 5.202 1.892  -0.43
C: 3.277 2.692 -7.744  -1.53
C: 3.229 0.063 -5.407  0.37
C: -4.284 -3.024 2.901  0.40
C: -6.764 -1.387 -2.542  -0.42
C: 2.597 0.979 5.111  1.34
C: 1.366 -4.345 -0.213  0.11
C: -6.203 -3.599 1.787  0.46
C: -4.902 3.973 0.872  -0.61
C: -1.268 -4.225 -5.312  -0.61
C: 3.810 3.565 -3.459  0.58
C: 1.319 3.900 1.251  2.27
C: -4.406 -1.868 -1.641  -1.10
C: 1.985 -4.096 3.195  3.11
C: 2.410 3.170 -3.071  -0.88
C: 3.124 -0.197 5.941  1.19
C: 6.665 -2.387 1.994  -0.46
C: -1.185 2.411 -3.191  -1.68
C: 1.949 -3.460 4.568  -1.77
C: 1.184 -4.101 -6.095  -1.33
C: 4.894 -0.971 2.199  0.27
C: -0.112 -0.829 2.669  -0.19
C: 6.596 -1.727 -0.424  -1.60
C: -3.608 3.075 -2.457  0.25
C: 2.685 -6.269 2.878  0.60
C: -2.556 2.018 -2.723  2.39
C: 3.382 -4.128 2.565  0.40
C: 2.138 -0.838 6.869  -1.44
C: -6.577 0.803 -1.910  0.44
C: 3.612 0.179 -7.639  -0.54
C: -3.886 5.955 -0.482  -1.44
C: -3.616 3.006 4.881  -1.49
C: -0.143 -3.409 -5.967  0.54
C: -1.112 -2.200 -4.292  0.27
C: 0.473 0.264 0.710  0.59
C: -0.694 -4.810 0.724  1.22
C: -3.666 -1.698 3.102  -1.15
C: 2.775 3.558 1.449  -1.27
C: -5.365 -3.428 3.891  -0.49
C: -4.134 1.960 -4.364  0.58
C: -3.837 5.099 0.767  0.27
C: -1.530 0.614 6.191  0.44
C: -2.819 3.056 1.078  0.12
C: 2.761 1.379 -7.210  0.54
C: 5.834 -2.410 0.697  0.33
C: -2.043 -4.908 0.059  -1.73
C: 4.591 5.631 -2.881  0.55
C: 3.939 4.458 -4.690  -0.06
C: -5.278 -0.996 -2.499  0.36
C: 0.123 5.159 -0.251  0.36
C: 1.835 -0.243 0.283  -0.42
C: -1.232 2.133 4.505  0.81
C: 4.443 1.648 6.253  0.54
H: 2.001 -1.249 0.682  -0.59
H: -1.623 -0.075 0.526  -0.20
H: -0.260 -6.777 -0.105  0.39
H: 1.610 1.297 5.463  -0.05
H: -0.394 -2.977 -6.939  0.28
H: -1.018 3.188 4.658  0.44
H: -2.675 -5.606 0.614  0.43
H: -3.889 5.790 1.611  0.36
H: -5.498 3.898 -0.036  0.34
H: -5.531 4.103 1.750  0.38
H: 2.528 -4.101 5.243  0.37
H: 0.645 3.083 1.512  -1.11
H: 3.114 -0.365 -8.445  0.33
H: 1.341 -1.428 6.423  0.19
H: -7.023 -1.738 -3.535  0.29
H: 7.670 -2.007 1.820  0.35
H: 1.564 -0.066 7.405  0.42
H: -4.312 -2.880 -2.026  0.59
H: -2.537 -3.937 0.129  0.21
H: -3.413 -1.405 -1.617  -0.10
H: 3.620 -0.916 5.288  -0.01
H: 4.387 2.653 -3.623  0.20
H: -3.138 -1.550 4.054  0.52
H: -4.245 2.768 -1.618  -0.09
H: 1.210 -3.650 2.567  -1.70
H: 1.998 -3.391 -6.226  0.21
H: -1.189 2.653 -4.254  0.41
H: 1.186 -4.739 -6.984  0.40
H: -3.531 -3.801 2.752  0.13
H: 0.316 5.044 2.827  0.24
H: 1.850 -0.413 -0.799  0.74
H: -2.482 1.344 -1.866  -0.83
H: -2.926 6.469 -0.572  0.30
H: -4.754 -1.834 -0.608  0.28
H: 0.291 1.252 0.294  -0.13
H: 6.912 -0.737 -0.066  0.38
H: 2.490 0.755 4.053  -0.98
H: -5.844 -2.590 4.406  0.28
H: -0.633 -1.306 -0.413  0.48
H: 3.320 2.636 -8.834  0.47
H: -1.945 -5.219 -0.974  0.53
H: 3.400 -3.649 1.588  -0.47
H: -0.862 -5.082 -4.774  0.31
H: -4.042 5.379 -1.392  0.33
H: 4.267 2.949 -7.383  0.30
H: -3.073 1.301 3.711  -0.31
H: -4.667 6.707 -0.378  0.45
H: -3.775 3.516 3.930  0.16
H: -0.843 3.295 -2.642  0.19
H: 1.387 -4.715 -5.219  0.34
H: 3.016 4.402 -5.268  0.18
H: -0.480 1.598 -3.023  0.36
H: 2.635 -1.343 7.699  0.40
H: 6.706 -3.329 2.536  0.29
H: 3.400 4.429 1.609  0.52
H: 0.951 -3.346 4.979  0.36
H: 4.737 4.083 -5.336  0.09
H: 5.896 -1.438 -1.207  0.37
H: 1.721 1.197 -7.480  0.27
H: -0.864 1.779 3.544  -0.89
H: 2.909 2.773 2.187  -0.04
H: 1.611 5.970 2.006  0.39
H: 1.948 2.622 -3.888  0.40
H: 4.068 -3.599 3.233  0.28
H: -2.875 -1.513 2.377  -0.13
H: 2.463 -2.501 4.586  0.03
H: -3.241 4.074 -2.230  -0.10
H: -6.980 -2.107 -1.754  0.32
H: -1.975 -4.522 -6.083  0.29
H: 2.446 2.667 -2.105  -0.08
H: 5.565 -3.416 0.384  0.32
H: 4.604 0.425 -8.023  0.28
H: -4.968 -4.080 4.668  0.39
H: -0.790 -4.484 1.762  -0.17
H: 2.630 0.401 0.637  0.09
H: 3.110 3.055 0.533  0.10
H: -3.114 3.707 5.555  0.39
H: 7.413 -2.333 -0.800  0.42
H: -4.875 -0.849 -3.503  0.28
H: -4.574 2.763 5.339  0.40
H: 1.732 4.012 -2.874  0.32
H: 0.306 -6.616 1.579  0.27
H: 2.546 3.456 -7.479  0.36
H: -4.353 -0.849 3.064  0.47

As for the net charge: 0. The LUMO energy comes out at 0.1 eV.

(6)
ORCA calculation (wB97M-V/def2-TZVPD) on a molecular structure, C3HFMnO2.

Last column: natural (NBO) charge in e.
Positions of all 8 atoms, in Å:
Mn: 1.429 1.568 -0.011  1.46
F: -0.329 1.900 0.964  -0.83
O: 0.327 -1.163 0.548  -0.55
O: 2.196 -0.946 -0.718  -0.56
C: 1.570 -0.513 0.221  0.30
C: -0.830 -0.566 0.289  0.30
C: -1.749 -0.440 -0.524  -0.35
H: -2.614 0.159 -0.767  0.23

As for the net charge: 0. As for the spin multiplicity: 6. The LUMO energy (spin up / spin down) comes out at -2.1 / -2.3 eV. As for the expectation value of S²: 8.7608.

F_max for every record listed, in sequence, given in eV Å⁻¹: 0.56; 3.78; 2.74; 3.92; 2.13; 3.20.
Relative energy (zero: lowest compared OMol25 entry of this formula, charge and spin) for every record listed, in sequence, given in eV: 5.2717; 2.4676; 0.0000; 3.7447; 0.7853; 0.0000.